[1]
Computed, not measured: 15 unconnected molecules or ions with the total composition C15H60O15 in a non-equilibrium geometry, with wB97M-V/def2-TZVPD.

The geometry in ORCA input format:
```
! wB97M-V def2-TZVPD RIJCOSX def2/J DEFGRID3
* xyz 1 2
C -0.54 -0.47 -3.65
O 0.41 -0.77 -4.60
H -0.53 -0.98 -2.69
H -0.60 0.60 -3.48
H -1.45 -0.76 -4.20
H 1.22 -0.94 -4.12
C -0.16 -3.98 -2.13
O -0.35 -3.27 -0.93
H 0.36 -3.31 -2.81
H 0.37 -4.90 -1.87
H -1.14 -4.19 -2.55
H 0.52 -3.15 -0.54
C 0.46 -3.53 2.80
O 0.54 -2.14 3.08
H 1.48 -3.92 2.85
H -0.08 -4.06 3.59
H 0.09 -3.81 1.81
H 1.29 -1.77 2.62
C -0.49 2.01 3.54
O -0.01 2.81 4.60
H -0.20 0.96 3.65
H -1.57 2.06 3.40
H 0.01 2.32 2.63
H -0.49 3.63 4.51
C -3.56 -2.33 -1.72
O -2.41 -1.60 -1.20
H -3.36 -2.58 -2.76
H -3.78 -3.27 -1.21
H -4.45 -1.70 -1.73
H -1.69 -2.21 -1.03
C 3.65 -0.91 -2.96
O 2.99 -1.00 -4.17
H 4.08 -1.84 -2.57
H 4.43 -0.17 -3.08
H 2.92 -0.58 -2.22
H 3.61 -1.16 -4.88
C 0.07 0.39 0.27
O -1.04 0.79 -0.50
H 0.95 0.23 -0.36
H 0.28 1.14 1.03
H -0.15 -0.58 0.74
H -1.49 -0.02 -0.74
C 3.63 2.00 -0.36
O 3.00 1.70 0.86
H 4.70 1.76 -0.37
H 3.09 1.47 -1.15
H 3.34 3.04 -0.53
H 2.88 2.55 1.30
C 1.81 4.60 2.07
O 3.15 4.23 1.96
H 1.17 3.79 1.71
H 1.52 4.69 3.12
H 1.62 5.53 1.55
H 3.78 4.89 2.27
C -0.72 3.84 -1.55
O -1.31 3.56 -0.30
H -1.44 3.75 -2.37
H -0.33 4.86 -1.59
H -0.02 3.06 -1.85
H -1.30 2.60 -0.27
C -4.18 1.05 -2.84
O -4.86 1.80 -3.88
H -4.93 0.86 -2.07
H -3.77 0.12 -3.22
H -3.36 1.60 -2.37
H -4.17 2.22 -4.39
C 3.99 -1.19 2.39
O 2.75 -0.82 1.87
H 4.65 -1.33 1.53
H 4.46 -0.36 2.93
H 4.03 -2.09 3.01
H 2.75 0.07 1.50
C 3.26 -3.45 -0.25
O 2.15 -2.54 -0.13
H 3.00 -4.02 -1.14
H 4.19 -2.91 -0.43
H 3.39 -4.08 0.63
H 2.33 -1.97 0.62
C -2.59 -1.25 3.24
O -3.87 -1.18 2.63
H -2.55 -2.20 3.76
H -1.87 -1.22 2.42
H -2.42 -0.46 3.97
H -4.07 -0.35 2.18
C -4.35 1.64 0.86
O -4.75 1.67 2.25
H -4.03 0.63 0.58
H -5.20 2.02 0.28
H -3.50 2.30 0.69
H -5.22 2.47 2.49
*
```

HOMO (spin up / spin down) (eV): -11.435 / -11.433
Gap between HOMO and LUMO (spin up / spin down) (eV): 9.12 / 2.21
Electronic energy (eV): -47224.928
Expectation value of S²: 0.76
LUMO energy (spin up / spin down) (Eh): -0.0849 / -0.3391

Mulliken atomic charge list, values in e, 4 entries: atom 1 (C): -0.194, atom 2 (O): -0.600, atom 3 (H): 0.044, atom 4 (H): 0.223

---

[2]
Computed, not measured: a molecular structure, C16H24FeN7O2 in a non-equilibrium geometry, with wB97M-V/def2-TZVPD.

The geometry in ORCA input format:
```
! wB97M-V def2-TZVPD RIJCOSX def2/J DEFGRID3
* xyz 1 5
Fe -0.86 0.64 -0.36
C 0.95 -1.79 -3.56
C 0.70 -0.73 -2.52
N -0.24 -0.85 -1.61
C -1.13 -2.00 -1.59
C -2.56 -1.49 -1.67
N -2.82 -0.51 -0.59
C -3.18 -1.15 0.69
C -2.82 -0.22 1.82
N -1.37 0.04 1.75
C -0.93 1.11 2.66
C 0.55 1.36 2.43
N 0.77 1.47 0.99
C 1.89 2.01 0.58
C 2.92 2.58 1.51
C 2.15 2.02 -0.82
C 3.34 2.20 -1.47
C 3.55 1.68 -2.76
C 2.68 0.70 -3.20
C 1.47 0.45 -2.54
N 1.10 1.51 -1.64
H 0.03 -2.05 -4.07
H 1.35 -2.69 -3.09
H 1.66 -1.45 -4.31
H -0.99 -2.55 -0.65
H -0.96 -2.72 -2.39
H -3.28 -2.32 -1.64
H -2.69 -0.97 -2.62
H -3.57 0.10 -0.88
H -2.61 -2.07 0.78
H -4.24 -1.42 0.73
H -3.13 -0.63 2.79
H -3.32 0.74 1.69
H -0.87 -0.81 2.00
H -1.12 0.87 3.71
H -1.51 2.00 2.42
H 1.12 0.51 2.83
H 0.85 2.24 3.00
H 2.46 3.23 2.26
H 3.66 3.16 0.97
H 3.43 1.78 2.05
H 4.18 2.64 -0.94
H 4.48 1.85 -3.28
H 2.99 0.05 -4.01
O -0.08 3.47 -1.19
N -1.08 3.62 -0.28
O -1.73 2.64 -0.07
N -0.98 1.80 -2.62
C -0.02 2.23 -1.90
H -1.73 2.49 -2.70
*
```

HOMO (spin up / spin down) (eV): -9.742 / -9.813
Gap between HOMO and LUMO (spin up / spin down) (eV): 6.06 / 6.03
Electronic energy (eV): -65886.318
Expectation value of S²: 6.02
LUMO energy (spin up / spin down) (Eh): -0.1355 / -0.1391

Mulliken atomic charge list, values in e, 4 entries: atom 1 (Fe): 0.841, atom 2 (C): -2.010, atom 3 (C): 1.261, atom 4 (N): -0.167